# 1
{"formula": "C34H39ClNO8RuSSb2Se4", "method": "ωB97M-V with the def2-TZVPD basis set", "homo_energy_ev": [-1.397, -2.264], "spin_multiplicity": 6, "homo_lumo_gap_ev": [5.275, 5.275], "total_charge": -2, "s2": 8.822, "symbols": ["Ru", "Se", "Sb", "Se", "Se", "Se", "O", "Cl", "O", "O", "O", "O", "C", "C", "C", "C", "C", "C", "N", "H", "H", "H", "H", "H", "H", "H", "H", "H", "H", "H", "C", "C", "C", "C", "C", "C", "C", "Sb", "C", "C", "C", "C", "C", "C", "C", "C", "C", "C", "C", "C", "C", "C", "H", "H", "H", "H", "H", "H", "H", "H", "H", "H", "H", "H", "H", "H", "H", "H", "H", "H", "H", "H", "H", "C", "C", "C", "C", "C", "C", "C", "S", "O", "O", "O", "H", "H", "H", "H", "H", "H", "H"], "positions_angstrom": [[1.47, 0.87, -0.35], [6.47, -0.23, -2.33], [5.49, 0.98, -0.42], [3.12, 0.12, 1.23], [3.32, 1.76, -1.70], [6.46, 3.10, 0.24], [0.57, 5.44, 0.36], [0.05, 4.14, 0.64], [-1.34, 4.07, 0.26], [0.80, 3.17, -0.18], [0.20, 3.80, 2.02], [1.58, -1.64, -1.30], [1.44, -2.44, -2.20], [0.33, -2.40, -3.20], [0.95, -1.90, -4.53], [2.30, -1.15, -4.42], [3.56, -2.02, -4.25], [3.71, -2.66, -2.87], [2.45, -3.35, -2.51], [-0.46, -1.74, -2.86], [-0.10, -3.40, -3.33], [0.23, -1.23, -4.99], [1.09, -2.74, -5.22], [2.24, -0.41, -3.62], [2.42, -0.58, -5.35], [4.44, -1.39, -4.42], [3.56, -2.80, -5.02], [3.91, -1.91, -2.11], [4.53, -3.37, -2.85], [2.16, -3.94, -3.28], [0.98, 1.58, 4.02], [1.12, 0.17, 4.50], [1.57, -0.07, 5.80], [1.73, -1.36, 6.28], [1.42, -2.44, 5.47], [0.97, -2.21, 4.17], [0.83, -0.92, 3.68], [0.10, -0.52, 1.69], [-1.87, 0.09, 2.33], [-2.25, 1.36, 1.91], [-3.46, 1.92, 2.31], [-4.29, 1.21, 3.15], [-3.92, -0.05, 3.58], [-2.71, -0.63, 3.19], [-2.37, -2.00, 3.72], [-0.14, -2.54, 1.00], [1.00, -3.34, 1.09], [1.03, -4.62, 0.57], [-0.09, -5.11, -0.09], [-1.21, -4.31, -0.22], [-1.26, -3.02, 0.31], [-2.49, -2.19, 0.08], [1.26, 2.30, 4.79], [-0.05, 1.81, 3.72], [1.61, 1.76, 3.14], [1.81, 0.77, 6.44], [2.08, -1.53, 7.29], [1.53, -3.46, 5.83], [0.72, -3.06, 3.55], [-1.62, 1.92, 1.24], [-3.72, 2.91, 1.96], [-5.24, 1.63, 3.47], [-4.58, -0.61, 4.23], [-3.27, -2.53, 4.02], [-1.71, -1.92, 4.59], [-1.85, -2.60, 2.98], [1.90, -2.93, 1.54], [1.94, -5.21, 0.63], [-0.08, -6.10, -0.52], [-2.07, -4.68, -0.76], [-3.11, -2.64, -0.70], [-2.25, -1.18, -0.24], [-3.10, -2.10, 0.98], [-2.60, 6.73, -2.98], [-2.19, 5.28, -2.90], [-0.85, 4.92, -3.04], [-0.45, 3.61, -2.89], [-1.39, 2.64, -2.60], [-2.73, 2.97, -2.49], [-3.13, 4.29, -2.64], [-0.92, 0.97, -2.25], [0.51, 0.85, -2.59], [-1.81, 0.13, -3.02], [-1.05, 0.80, -0.79], [-2.12, 7.23, -3.83], [-2.30, 7.25, -2.07], [-3.68, 6.83, -3.10], [-0.11, 5.69, -3.23], [0.60, 3.33, -2.96], [-3.46, 2.19, -2.27], [-4.17, 4.55, -2.53]], "mulliken_charge": [1.474, -0.667, 0.393, -0.757, -0.504, -0.664, -0.748, 1.731, -0.626, -0.951, -0.678, 0.393, -0.402, -0.187, -0.897, 0.201, -0.757, -0.242, -0.006, -0.310, 0.562, 0.464, 0.356, -0.421, 0.384, 0.394, 0.253, -0.030, 0.304, 0.391, -1.117, 0.354, -0.709, -0.666, -0.878, -0.651, 1.053, 1.437, 0.900, -0.449, -1.026, -0.686, -0.747, 0.838, -1.346, 0.588, -0.720, -0.833, -0.814, -0.655, 0.964, -1.275, 0.480, 0.113, -0.001, 0.365, 0.356, 0.431, 0.409, 0.079, 0.542, 0.353, 0.365, 0.466, 0.346, 0.096, 0.556, 0.416, 0.348, 0.356, 0.447, 0.001, 0.233, -1.500, 1.290, -0.770, -0.422, -0.224, -0.859, -0.886, 2.221, -0.705, -0.818, -0.504, 0.358, 0.281, 0.365, 0.355, 0.371, 0.434, 0.241]}



# 2
{"formula": "C7H11IN2", "method": "ωB97M-V with the def2-TZVPD basis set", "homo_energy_ev": -7.063, "homo_lumo_gap_ev": 7.711, "total_charge": 0, "smiles": "CC(C)c1c(I)ncn1C", "symbols": ["C", "C", "C", "C", "C", "I", "N", "C", "N", "C", "H", "H", "H", "H", "H", "H", "H", "H", "H", "H", "H"], "positions_angstrom": [[1.64, 0.84, -0.92], [0.19, 0.53, -0.52], [-0.71, 1.72, -0.88], [0.11, 0.23, 0.91], [0.49, 1.29, 2.44], [1.22, 3.21, 2.45], [0.21, 0.48, 3.39], [-0.22, -0.69, 2.96], [-0.27, -0.83, 1.60], [-0.75, -2.06, 1.01], [2.31, 0.03, -0.60], [1.97, 1.76, -0.44], [1.73, 0.95, -1.99], [-0.15, -0.35, -1.09], [-0.65, 1.92, -1.95], [-0.39, 2.61, -0.34], [-1.75, 1.51, -0.62], [-0.49, -1.48, 3.62], [-0.76, -2.84, 1.78], [-1.77, -1.92, 0.63], [-0.10, -2.37, 0.20]], "mulliken_charge": [-1.360, 0.769, -1.355, 0.008, -0.130, 0.070, -0.548, -0.149, 0.037, -0.972, 0.358, 0.222, 0.435, 0.280, 0.436, 0.217, 0.352, 0.351, 0.317, 0.317, 0.345]}



# 3
{"formula": "C4H7N", "method": "ωB97M-V with the def2-TZVPD basis set", "homo_energy_ev": [-14.659, -15.239], "spin_multiplicity": 2, "homo_lumo_gap_ev": [6.587, 7.639], "total_charge": 1, "s2": 0.810, "symbols": ["C", "C", "C", "C", "N", "H", "H", "H", "H", "H", "H", "H"], "positions_angstrom": [[-0.52, -1.74, 0.34], [0.08, 0.58, 0.14], [0.28, 1.80, 0.77], [0.47, 0.50, -1.20], [-0.59, -0.40, 0.83], [-1.11, -2.31, 1.02], [0.51, -2.12, 0.39], [-0.85, -1.92, -0.68], [0.06, 1.93, 1.82], [0.63, 2.64, 0.17], [0.12, -0.29, -1.86], [0.92, 1.32, -1.75]], "mulliken_charge": [-0.808, 1.185, -0.443, -0.732, -0.363, 0.289, 0.396, 0.315, 0.326, 0.270, 0.249, 0.316]}



# 4
{"formula": "C26H74N4O14", "method": "ωB97M-V with the def2-TZVPD basis set", "homo_energy_ev": -8.884, "homo_lumo_gap_ev": 9.354, "total_charge": 0, "smiles": "COC[C@H](C)N.COC[C@H](C)N.COC[C@H](C)N.COC[C@H](C)N.OCCO.OCCO.OCCO.OCCO.OCCO", "symbols": ["C", "O", "C", "C", "C", "N", "H", "H", "H", "H", "H", "H", "H", "H", "H", "H", "H", "C", "O", "C", "C", "C", "N", "H", "H", "H", "H", "H", "H", "H", "H", "H", "H", "H", "C", "O", "C", "C", "C", "N", "H", "H", "H", "H", "H", "H", "H", "H", "H", "H", "H", "C", "O", "C", "C", "C", "N", "H", "H", "H", "H", "H", "H", "H", "H", "H", "H", "H", "O", "C", "C", "O", "H", "H", "H", "H", "H", "H", "O", "C", "C", "O", "H", "H", "H", "H", "H", "H", "O", "C", "C", "O", "H", "H", "H", "H", "H", "H", "O", "C", "C", "O", "H", "H", "H", "H", "H", "H", "O", "C", "C", "O", "H", "H", "H", "H", "H", "H"], "positions_angstrom": [[5.26, -12.34, 16.17], [4.05, -12.17, 17.01], [4.45, -12.42, 18.35], [3.19, -12.87, 19.06], [3.46, -13.07, 20.56], [2.61, -14.08, 18.49], [5.05, -13.31, 15.59], [6.07, -12.43, 16.85], [5.38, -11.44, 15.52], [5.14, -13.25, 18.43], [4.96, -11.52, 18.69], [2.40, -12.09, 19.04], [4.40, -13.73, 20.69], [2.60, -13.54, 20.99], [3.57, -12.10, 21.08], [3.18, -14.92, 18.76], [2.68, -13.99, 17.48], [0.69, -16.94, 10.40], [-0.36, -16.38, 11.27], [-1.11, -17.34, 12.03], [-0.38, -18.38, 12.88], [-1.49, -19.16, 13.58], [0.60, -17.88, 13.87], [1.57, -17.28, 10.96], [1.04, -16.19, 9.75], [0.23, -17.74, 9.88], [-1.80, -16.74, 12.71], [-1.70, -17.85, 11.26], [0.13, -19.06, 12.26], [-1.18, -20.14, 14.03], [-2.25, -19.48, 12.82], [-1.96, -18.58, 14.37], [1.37, -17.30, 13.45], [0.12, -17.16, 14.58], [-0.41, -17.77, 17.53], [0.15, -18.60, 18.58], [0.96, -17.91, 19.47], [2.40, -18.19, 19.08], [2.62, -19.66, 18.90], [3.24, -17.55, 20.13], [-0.14, -16.74, 17.71], [-1.49, -17.85, 17.62], [-0.06, -18.22, 16.63], [0.77, -16.88, 19.41], [0.70, -18.29, 20.45], [2.56, -17.63, 18.15], [3.68, -19.98, 19.02], [2.29, -20.01, 17.90], [1.95, -20.14, 19.64], [4.05, -18.06, 20.12], [2.91, -17.71, 21.02], [3.69, -19.28, 13.77], [4.33, -20.33, 14.46], [3.52, -21.34, 15.00], [4.40, -22.20, 15.86], [5.23, -23.11, 14.96], [3.56, -23.04, 16.73], [4.42, -18.84, 13.10], [3.28, -18.48, 14.46], [2.85, -19.64, 13.24], [2.70, -20.87, 15.62], [2.96, -21.88, 14.21], [4.97, -21.48, 16.46], [4.58, -23.83, 14.41], [5.99, -23.66, 15.40], [5.77, -22.55, 14.25], [4.06, -23.96, 16.80], [3.37, -22.71, 17.68], [9.81, -12.23, 18.45], [8.91, -12.82, 17.49], [8.55, -14.15, 18.14], [7.98, -15.00, 17.13], [9.60, -11.28, 18.64], [8.02, -12.22, 17.29], [9.49, -12.91, 16.62], [7.81, -14.10, 18.98], [9.57, -14.51, 18.43], [8.07, -15.90, 17.46], [3.59, -15.99, 13.60], [4.48, -16.07, 12.51], [4.94, -14.72, 11.96], [4.01, -14.04, 11.13], [2.74, -15.57, 13.48], [5.38, -16.59, 13.02], [4.09, -16.83, 11.83], [5.90, -14.86, 11.49], [5.17, -14.20, 12.95], [3.14, -13.95, 11.57], [8.48, -12.23, 14.38], [8.10, -13.55, 14.00], [9.29, -14.55, 13.96], [8.85, -15.78, 14.47], [8.58, -11.83, 13.54], [7.46, -13.93, 14.79], [7.48, -13.55, 13.08], [10.16, -14.18, 14.50], [9.60, -14.66, 12.95], [8.56, -15.59, 15.40], [1.53, -14.35, 12.82], [1.22, -13.03, 13.35], [0.10, -13.14, 14.43], [-0.96, -13.90, 13.95], [0.74, -14.71, 12.45], [2.04, -12.55, 13.84], [0.71, -12.47, 12.53], [-0.11, -12.12, 14.73], [0.43, -13.67, 15.31], [-1.73, -13.40, 13.70], [3.91, -16.07, 16.45], [5.27, -16.06, 16.80], [5.80, -17.50, 16.55], [7.17, -17.60, 16.54], [3.88, -16.06, 15.48], [5.82, -15.42, 16.13], [5.39, -15.71, 17.81], [5.41, -17.79, 15.61], [5.40, -18.19, 17.35], [7.58, -17.84, 15.70]], "mulliken_charge": [0.720, -0.419, -0.036, 0.333, -1.528, -0.374, -0.276, -0.639, 0.304, -0.195, 0.462, 0.298, 0.249, 0.431, 0.403, -0.020, 0.149, -0.706, -0.336, -1.001, 0.619, -1.540, 0.311, 0.115, 0.279, 0.438, 0.245, 0.432, 0.341, 0.297, 0.433, 0.343, -0.481, 0.194, -0.453, -0.409, -1.500, 1.901, -1.511, -0.621, 0.276, 0.295, 0.094, 0.479, 0.482, -0.588, 0.490, 0.180, 0.333, 0.270, 0.234, -0.441, -0.425, -0.632, 1.045, -1.678, -0.668, 0.285, -0.073, 0.398, 0.092, 0.265, 0.028, 0.404, 0.487, 0.393, 0.249, 0.237, -0.601, -0.098, -0.423, -0.425, 0.349, 0.168, 0.105, 0.211, 0.363, 0.200, 0.316, -0.473, -0.087, -0.649, -0.062, 0.265, 0.220, 0.464, -0.204, 0.353, -0.551, 0.767, -0.690, -0.548, 0.336, -0.895, 0.475, 0.313, 0.389, 0.445, -0.263, -0.461, -0.450, -0.472, 0.070, 0.462, 0.244, 0.493, 0.117, 0.277, 0.148, 0.897, 0.197, -0.637, -0.201, -0.793, 0.441, -0.119, -0.113, 0.372]}



# 5
{"formula": "C4H5NO", "method": "ωB97M-V with the def2-TZVPD basis set", "homo_energy_ev": -8.458, "homo_lumo_gap_ev": 9.279, "total_charge": 0, "smiles": "O[C@]12C=C[C@H]1N2", "symbols": ["O", "C", "C", "C", "C", "N", "H", "H", "H", "H", "H"], "positions_angstrom": [[-1.79, -0.29, 0.70], [-0.50, -0.31, 0.25], [0.74, 0.17, 1.01], [1.24, 0.72, -0.10], [0.11, 0.23, -0.98], [-0.06, -1.27, -0.74], [-1.84, 0.44, 1.34], [1.15, -0.08, 1.98], [2.16, 1.26, -0.32], [-0.31, 0.66, -1.88], [-0.91, -1.53, -1.26]], "mulliken_charge": [-0.547, 0.904, -0.808, -0.305, -0.380, -0.685, 0.345, 0.389, 0.378, 0.429, 0.278]}



# 6
{"formula": "C13H64BNO32", "method": "ωB97M-V with the def2-TZVPD basis set", "homo_energy_ev": -0.769, "homo_lumo_gap_ev": 3.148, "total_charge": -2, "symbols": ["C", "C", "C", "C", "C", "C", "N", "O", "C", "C", "C", "H", "H", "H", "H", "H", "H", "H", "H", "H", "H", "H", "H", "H", "H", "H", "H", "H", "H", "O", "C", "O", "B", "O", "C", "O", "O", "C", "O", "C", "O", "O", "O", "H", "H", "O", "H", "H", "O", "H", "H", "O", "H", "H", "O", "H", "H", "O", "H", "H", "O", "H", "H", "O", "H", "H", "O", "H", "H", "O", "H", "H", "O", "H", "H", "O", "H", "H", "O", "H", "H", "O", "H", "H", "O", "H", "H", "O", "H", "H", "O", "H", "H", "O", "H", "H", "O", "H", "H", "O", "H", "H", "O", "H", "H", "O", "H", "H", "O", "H", "H"], "positions_angstrom": [[5.35, -6.85, 6.94], [4.49, -5.83, 7.76], [5.10, -4.38, 7.48], [4.69, -3.74, 6.14], [3.22, -3.85, 5.95], [2.54, -5.26, 6.07], [3.08, -5.90, 7.35], [2.24, -6.90, 8.02], [2.97, -6.12, 4.83], [1.01, -5.02, 5.94], [4.78, -6.11, 9.22], [5.33, -6.73, 5.85], [4.89, -7.83, 7.01], [6.40, -7.05, 7.18], [6.18, -4.52, 7.50], [4.77, -3.73, 8.29], [5.13, -4.33, 5.34], [5.12, -2.74, 6.04], [3.08, -3.32, 5.00], [2.80, -3.17, 6.69], [2.86, -7.15, 5.17], [3.99, -5.93, 4.50], [2.26, -5.98, 4.02], [0.54, -4.76, 6.88], [0.60, -5.96, 5.58], [0.72, -4.26, 5.21], [5.85, -5.93, 9.38], [4.63, -7.14, 9.54], [4.21, -5.46, 9.88], [-2.53, 1.60, 3.79], [-1.67, 2.13, 4.50], [-1.66, 2.49, 5.81], [-0.47, 3.32, 6.04], [0.42, 2.95, 4.92], [-0.31, 2.42, 3.94], [0.12, 2.16, 2.82], [-0.77, 4.80, 6.15], [-0.22, 5.27, 7.25], [-0.37, 6.41, 7.72], [0.46, 4.09, 7.97], [0.10, 2.92, 7.31], [1.01, 4.20, 9.12], [2.07, -6.41, -1.93], [1.51, -5.64, -1.92], [1.51, -7.11, -1.60], [-6.28, -2.81, 9.39], [-5.64, -3.51, 9.30], [-7.13, -3.25, 9.32], [11.03, -7.91, 3.93], [10.68, -7.40, 3.20], [11.45, -7.27, 4.50], [9.65, 2.94, 6.97], [8.94, 3.04, 6.34], [10.21, 2.25, 6.60], [4.48, -7.28, 16.37], [4.13, -7.14, 17.25], [3.71, -7.26, 15.80], [5.48, -0.64, 0.45], [5.59, -1.57, 0.24], [4.75, -0.62, 1.07], [8.53, -9.18, 15.09], [7.65, -8.82, 15.16], [8.72, -9.54, 15.96], [8.85, -12.25, 4.14], [8.22, -12.45, 4.83], [8.97, -11.30, 4.19], [2.26, -12.46, 2.85], [1.84, -12.01, 2.12], [3.13, -12.06, 2.92], [4.75, 0.28, 12.85], [4.60, -0.63, 12.58], [5.63, 0.48, 12.54], [11.74, -1.06, 5.25], [11.27, -1.88, 5.39], [12.59, -1.33, 4.89], [10.17, -4.27, 1.62], [9.32, -4.31, 1.17], [10.78, -4.00, 0.95], [1.44, -12.36, 12.38], [1.17, -11.44, 12.48], [1.58, -12.47, 11.44], [11.73, -7.33, 12.17], [11.30, -7.86, 12.84], [11.50, -6.43, 12.40], [2.64, -12.07, 7.67], [2.58, -11.12, 7.74], [2.10, -12.30, 6.92], [-2.93, -9.98, 6.83], [-2.97, -10.04, 5.87], [-2.10, -9.54, 7.01], [1.08, -2.73, 11.06], [1.25, -2.03, 10.42], [1.40, -3.53, 10.63], [6.95, -13.92, 8.18], [6.05, -13.64, 8.04], [7.13, -13.72, 9.10], [0.67, -8.00, 13.40], [0.23, -7.22, 13.74], [0.77, -7.83, 12.46], [6.38, -4.90, -1.14], [6.61, -5.79, -1.38], [5.49, -4.78, -1.48], [-3.16, -6.08, 10.35], [-2.37, -5.88, 10.85], [-2.86, -6.63, 9.62], [-0.55, -2.90, -1.17], [-0.93, -2.17, -0.69], [-0.76, -2.73, -2.09], [-2.87, -10.26, 1.78], [-1.94, -10.31, 1.54], [-3.15, -9.40, 1.48]], "mulliken_charge": [-1.727, 1.405, -1.152, -0.734, -1.163, 1.652, 0.386, -0.916, -1.955, -1.871, -1.648, 0.319, 0.337, 0.410, 0.409, 0.395, 0.278, 0.389, 0.441, 0.393, 0.360, 0.293, 0.509, 0.352, 0.430, 0.374, 0.394, 0.328, 0.329, -0.611, 0.517, -0.436, 0.940, -0.510, 0.662, -0.649, -0.450, 0.632, -0.638, 0.529, -0.376, -0.610, -0.641, 0.331, 0.309, -0.639, 0.328, 0.307, -0.637, 0.325, 0.312, -0.648, 0.325, 0.321, -0.636, 0.311, 0.327, -0.647, 0.313, 0.333, -0.640, 0.331, 0.308, -0.656, 0.327, 0.325, -0.632, 0.304, 0.328, -0.639, 0.322, 0.317, -0.631, 0.324, 0.309, -0.643, 0.328, 0.315, -0.657, 0.325, 0.329, -0.645, 0.325, 0.317, -0.667, 0.350, 0.311, -0.650, 0.316, 0.333, -0.661, 0.317, 0.343, -0.648, 0.332, 0.315, -0.639, 0.307, 0.334, -0.622, 0.302, 0.321, -0.637, 0.315, 0.323, -0.638, 0.328, 0.313, -0.637, 0.312, 0.325]}



Total energy across the listed records, respectively: -13015.04249, -680.44381, -210.93520, -2307.15329, -285.28080, -3021.13242 a.u..